Entry w
{
  "formula": "C25H25ClN2O4",
  "method": "ωB97M-V/def2-TZVPD",
  "elements": ["C", "C", "H", "H", "O", "C", "C", "C", "C", "C", "C", "H", "H", "N", "C", "O", "C", "C", "H", "H", "H", "H", "O", "C", "C", "C", "C", "C", "C", "C", "O", "N", "C", "C", "C", "C", "C", "C", "H", "H", "C", "H", "H", "H", "Cl", "H", "H", "H", "H", "H", "H", "H", "H", "H", "H", "H", "H"],
  "positions_angstrom": [[1.330, 6.200, 2.284], [1.830, 5.714, 0.927], [1.010, 5.686, 0.199], [2.601, 6.392, 0.550], [2.478, 4.460, 1.003], [1.743, 3.327, 1.186], [0.358, 3.236, 1.115], [-0.279, 2.021, 1.291], [0.455, 0.872, 1.544], [1.845, 0.959, 1.614], [2.479, 2.168, 1.440], [3.553, 2.243, 1.489], [2.430, 0.072, 1.811], [-0.139, -0.383, 1.737], [-1.454, -0.705, 1.765], [-2.378, 0.063, 1.629], [-1.672, -2.203, 2.069], [-3.106, -2.601, 1.755], [-3.344, -2.419, 0.711], [-3.764, -1.983, 2.359], [-3.279, -3.649, 1.989], [-1.495, -2.331, 3.150], [-0.649, -2.983, 1.423], [-1.053, -3.990, 0.565], [-0.976, -5.306, 1.003], [-1.348, -6.344, 0.167], [-1.826, -6.074, -1.104], [-1.906, -4.766, -1.545], [-1.500, -3.716, -0.731], [-1.587, -2.318, -1.264], [-2.577, -1.892, -1.816], [-0.424, -1.628, -1.086], [-0.131, -0.312, -1.451], [1.207, 0.073, -1.461], [1.547, 1.367, -1.800], [0.585, 2.318, -2.126], [-0.742, 1.909, -2.105], [-1.111, 0.618, -1.777], [-2.148, 0.329, -1.768], [-1.512, 2.625, -2.350], [0.976, 3.713, -2.493], [1.499, 3.718, -3.450], [1.656, 4.124, -1.749], [0.100, 4.351, -2.572], [3.220, 1.801, -1.806], [1.982, -0.636, -1.208], [0.345, -2.139, -0.675], [-2.280, -4.536, -2.532], [-2.136, -6.881, -1.750], [-1.279, -7.363, 0.517], [-0.623, -5.499, 2.005], [0.505, -1.153, 1.864], [-1.353, 1.965, 1.233], [-0.250, 4.104, 0.916], [2.160, 6.253, 2.985], [0.583, 5.521, 2.687], [0.891, 7.188, 2.180]],
  "lumo_ev": 0.545,
  "orbital_gap_ev": 8.3
}

=====

Entry x
{
  "formula": "C25H25ClN2O4",
  "method": "ωB97M-V/def2-TZVPD",
  "elements": ["C", "C", "C", "C", "C", "C", "C", "H", "H", "O", "C", "C", "C", "O", "C", "N", "C", "O", "C", "H", "C", "H", "H", "C", "N", "C", "H", "C", "O", "C", "C", "H", "H", "H", "H", "H", "H", "H", "H", "H", "H", "C", "C", "C", "C", "C", "C", "H", "H", "H", "Cl", "H", "H", "H", "H", "H", "H"],
  "positions_angstrom": [[-7.440, -1.673, 0.328], [-6.156, -0.810, -0.045], [-4.965, -0.852, 0.621], [-3.964, -0.161, 0.358], [-4.101, 0.677, -0.761], [-5.378, 0.918, -1.260], [-6.482, 0.061, -0.861], [-7.336, 0.332, -1.698], [-5.434, 1.794, -2.166], [-3.065, 1.648, -0.947], [-2.036, 1.736, -0.237], [-1.865, 0.730, 0.629], [-2.747, -0.502, 1.037], [-2.597, -1.078, 2.052], [-0.353, 0.739, 1.083], [0.073, 1.852, 0.567], [-0.719, 2.211, -0.403], [-0.617, 3.241, -1.136], [1.542, 2.591, 0.586], [1.424, 3.436, 0.154], [2.543, 1.557, 0.161], [2.492, 0.801, 1.082], [2.407, 1.315, -0.706], [3.880, 2.341, 0.484], [5.126, 1.672, -0.150], [5.385, 0.906, -1.218], [4.817, 1.305, -1.968], [4.826, -0.402, -1.303], [5.285, -1.389, -0.139], [5.107, -0.861, 1.094], [5.590, 0.734, 1.102], [5.251, 1.011, 1.991], [6.705, 0.639, 1.123], [5.561, -1.594, 1.719], [3.955, -0.945, 1.209], [5.125, -0.828, -2.175], [3.721, -0.588, -1.355], [6.377, 0.889, -1.151], [4.032, 2.807, 1.309], [3.829, 3.216, -0.346], [1.616, 2.693, 1.865], [0.265, -0.457, 1.160], [0.472, -0.975, -0.368], [1.218, -2.237, -0.649], [1.684, -2.814, 0.273], [1.753, -2.544, 1.644], [0.991, -1.422, 1.991], [0.895, -1.160, 3.013], [2.019, -2.992, 2.354], [2.206, -3.708, 0.162], [1.518, -2.525, -2.370], [0.194, -0.293, -1.256], [-0.106, 1.032, 2.186], [-4.943, -1.775, 1.517], [-7.152, -2.449, 1.154], [-7.732, -2.132, -0.440], [-8.369, -1.129, 0.473]],
  "lumo_ev": -0.551,
  "orbital_gap_ev": 7.7
}

=====

What is the most stable structure shown above? It is entry w.